<i>
Molecular formula: C4H13NSi
Method: DFT, wB97M-V/def2-TZVPD

Element x y z (Å)
C1 -0.9202 -2.4800 0.6846
C2 0.0470 -1.3015 0.6370
C3 0.0731 -0.6330 -0.7339
C4 1.0925 0.4961 -0.8560
N1 0.9439 1.5721 0.1226
Si1 -0.2758 2.7835 0.0038
H1 -0.5644 -3.3027 0.0611
H2 -1.9015 -2.1893 0.3005
H3 -1.0609 -2.8614 1.6967
H4 1.0553 -1.6464 0.8952
H5 -0.2304 -0.5606 1.3925
H6 -0.9284 -0.2475 -0.9589
H7 0.3010 -1.3837 -1.4994
H8 1.0135 0.9446 -1.8492
H9 2.1056 0.0895 -0.7820
H10 1.1803 1.2689 1.0552
H11 -1.3209 2.6491 1.0477
H12 -0.8933 2.6531 -1.3369
H13 0.2837 4.1492 0.1193

## Properties
**Structure (SMILES)**: CCCCN[SiH3]
**HOMO level**: -9.072 eV

<ii>
Molecular formula: C4H13NSi
Method: DFT, wB97M-V/def2-TZVPD

Element x y z (Å)
C1 -1.5511 -1.5421 0.4947
C2 0.6525 0.4212 2.1153
C3 0.5391 1.4542 -2.0106
C4 -0.8915 -0.9983 -0.7494
N1 0.4817 1.0144 0.8026
Si1 0.6260 0.1325 -0.6459
H1 -2.0859 -0.7202 0.9042
H2 -2.1983 -2.3318 0.0760
H3 -0.7335 -1.9157 1.0749
H4 1.7683 0.4682 2.4275
H5 0.1985 0.8525 2.9530
H6 0.4568 -0.6836 2.1646
H7 0.9292 2.4330 -1.7411
H8 1.1786 1.1456 -2.8024
H9 -0.5005 1.4920 -2.2997
H10 -1.6415 -0.6999 -1.4493
H11 -0.4104 -1.9412 -1.3566
H12 0.6650 1.9912 0.8601
H13 2.5169 -0.5722 -0.8179

## Properties
**HOMO level**: -8.676 eV

Most stable structure - <i>; separation to the second - 0.0585 hartree.